14
Properties=species:S:1:pos:R:3:lowdin_charge:R:1 method="wB97M-V/def2-TZVPD" gap_ev=4.40 total_energy_ha=-248.78145 e_above_lowest_ev=8.952 spin_multiplicity=1 homo_ev=-15.9 total_charge=+1
C 2.127 -1.230 0.470 -0.030
N -1.844 0.899 -0.383 0.339
H 1.715 -2.229 0.647 0.030
H 1.470 -0.728 -0.238 -0.009
H 2.259 -0.627 1.355 0.028
H 3.047 -1.431 -0.088 0.039
H -2.522 0.795 -1.171 0.144
H -2.517 1.088 0.386 0.137
H -0.647 1.779 -0.473 -0.041
H 0.371 2.867 -1.133 0.098
O 0.288 2.157 -0.469 0.075
H -1.170 -0.321 0.135 -0.035
H -1.680 -1.788 0.562 0.112
O -0.897 -1.231 0.400 0.115


70
Properties=species:S:1:pos:R:3:lowdin_spin:R:1 method="wB97M-V/def2-TZVPD" gap_ev="5.35 / 7.16" total_energy_ha=-3400.15039 spin_multiplicity=2 homo_ev="-6.2 / -7.9"
O 0.761 0.605 -0.245 -0.012
C 1.910 1.075 -0.913 -0.001
C 1.525 2.017 -2.055 0.000
C 0.202 2.205 -2.459 0.000
H -0.606 1.674 -1.952 0.000
C -0.070 3.030 -3.563 0.000
H -1.108 3.190 -3.861 0.000
C 0.983 3.604 -4.288 0.000
H 0.772 4.208 -5.177 0.000
C 2.308 3.399 -3.886 0.000
H 3.144 3.820 -4.455 0.000
C 2.569 2.641 -2.749 0.000
H 3.588 2.462 -2.398 0.000
H 2.524 1.647 -0.203 0.000
C 3.680 -0.687 -0.347 0.000
C 2.756 -0.102 -1.367 0.000
H 4.427 -1.319 -0.843 0.000
H 3.142 -1.321 0.373 0.000
H 4.193 0.113 0.202 0.000
C 2.552 -0.616 -2.587 0.000
C 2.952 -1.984 -3.018 0.000
H 2.080 0.001 -3.360 0.000
H 3.594 -1.917 -3.905 0.000
H 2.058 -2.559 -3.298 0.000
H 3.479 -2.544 -2.234 0.000
Ti -0.335 -0.616 0.534 0.844
Cl 0.693 -2.450 -0.312 0.029
C -2.067 -2.876 0.889 0.000
O -1.597 -1.932 1.596 -0.001
N -2.778 -3.896 1.341 0.000
C -2.941 -4.189 2.760 0.000
C -3.366 -4.860 0.410 0.000
H -1.877 -2.898 -0.194 0.001
H -2.411 -3.447 3.360 0.000
H -2.551 -5.196 2.958 0.000
H -4.008 -4.201 3.009 0.000
H -3.242 -4.505 -0.616 0.000
H -4.430 -4.992 0.633 0.000
H -2.868 -5.832 0.525 0.000
H -2.147 4.944 0.495 0.000
H -4.028 3.301 1.038 0.000
C -1.607 4.093 0.062 0.000
C -3.421 2.488 0.622 0.000
N -2.016 2.862 0.719 -0.001
H -0.528 4.231 0.198 0.000
C -1.125 2.123 1.380 0.001
O -1.306 0.913 1.700 0.012
H -3.603 1.558 1.164 0.000
H -0.178 2.629 1.630 0.000
H -1.833 4.045 -1.012 0.000
H -3.691 2.364 -0.429 0.000
H 2.106 -1.675 5.076 0.000
H 2.422 0.919 5.699 0.000
C 2.638 -1.371 4.165 0.001
C 2.763 1.067 4.665 0.000
N 2.273 -0.003 3.804 0.004
H 2.393 -2.049 3.346 0.000
C 1.394 0.238 2.836 0.007
O 0.879 -0.697 2.153 0.008
H 2.395 2.031 4.296 0.000
H 1.123 1.289 2.655 0.001
H 3.710 -1.390 4.378 0.000
H 3.860 1.074 4.668 0.000
F -4.095 -1.571 -0.472 0.015
Te -3.129 -0.803 -1.929 0.021
F -2.291 -2.487 -2.258 0.023
F -4.504 -1.385 -3.118 0.008
F -2.176 0.005 -3.355 0.021
F -4.128 0.810 -1.744 0.009
O -1.789 -0.299 -0.736 0.010